Entry 1:
Formula: C5H15CsN3O2
Source: OMol25
Level of theory: wB97M-V/def2-TZVPD

Last column: natural (NBO) charge in e.
Cartesian coordinates (Å):
Cs -1.41 6.82 -13.38  0.99
C 1.14 6.96 -7.97  -0.62
C 0.34 5.75 -8.48  -0.08
C -1.06 6.23 -8.84  -0.06
O -1.93 5.10 -8.97  -0.54
C -2.29 4.75 -10.30  -0.26
N 0.95 5.23 -9.69  -0.85
H 0.62 7.44 -7.14  0.21
H 1.42 7.75 -8.67  0.21
H 2.13 6.62 -7.66  0.22
H 0.33 5.05 -7.64  0.19
H -1.06 6.94 -9.67  0.15
H -1.52 6.79 -8.02  0.20
H -2.12 3.70 -10.52  0.20
H -2.08 5.44 -11.11  0.13
H -3.39 4.84 -10.32  0.18
H 1.68 4.53 -9.53  0.37
H 0.31 4.66 -10.24  0.35
C -3.82 3.60 -13.25  0.79
O -3.63 4.82 -13.30  -0.77
N -4.37 2.95 -12.20  -0.82
N -3.57 2.79 -14.33  -0.85
H -4.45 1.97 -12.36  0.40
H -4.86 3.55 -11.55  0.43
H -3.51 3.36 -15.16  0.41
H -3.64 1.80 -14.36  0.41

Properties
Net charge: +1
Orbital gap (eV): 8.90
HOMO level (eV): -12.141
2S+1: 1

***

Entry 2:
Formula: C22H24ClO13PS
Source: OMol25
Level of theory: wB97M-V/def2-TZVPD

Last column: natural (NBO) charge in e.
Cartesian coordinates (Å):
O 3.37 0.05 2.49  -0.51
C 3.74 0.67 1.45  0.55
C 5.04 0.25 0.59  -0.28
C 5.82 1.29 -0.01  -0.05
Cl 7.27 0.80 -1.04  0.01
C 5.42 2.84 0.21  0.52
O 6.29 3.72 0.40  -0.47
C 3.83 3.12 0.22  -0.08
C 3.21 4.40 -0.38  -0.19
C 1.66 4.55 -0.30  -0.14
C 0.79 3.43 0.37  -0.44
P -1.11 3.54 0.45  1.72
O -1.75 2.57 1.70  -0.96
O -1.74 2.87 -1.02  -0.96
S -1.75 5.38 0.58  -0.56
C 1.43 2.14 0.98  -0.13
C 2.97 1.98 0.90  -0.12
H 5.34 -0.85 0.46  0.26
H 3.87 5.19 -0.89  0.26
H 1.18 5.48 -0.76  0.27
H -2.43 1.94 1.35  0.51
H -1.07 2.19 -1.30  0.50
H 0.75 1.36 1.45  0.28
C 1.57 -4.72 2.84  -0.62
C 1.33 -3.96 1.55  0.06
C 2.56 -3.78 0.71  -0.10
O 2.24 -2.60 -0.02  -0.49
C 1.38 -1.88 0.75  0.99
O 1.05 -0.75 0.53  -0.61
O 0.95 -2.62 1.81  -0.49
H 0.69 -4.67 3.48  0.23
H 1.79 -5.77 2.63  0.24
H 2.40 -4.29 3.40  0.22
H 0.52 -4.44 0.98  0.18
H 2.73 -4.62 0.03  0.21
H 3.46 -3.59 1.29  0.19
C -4.05 -7.01 1.37  -0.63
C -2.82 -7.02 2.26  0.06
C -1.81 -5.97 1.90  -0.10
O -0.60 -6.54 2.39  -0.51
C -0.77 -7.90 2.35  0.97
O 0.11 -8.69 2.51  -0.56
O -2.07 -8.22 2.09  -0.49
H -4.65 -7.90 1.55  0.23
H -4.66 -6.12 1.54  0.22
H -3.77 -7.04 0.31  0.22
H -3.12 -6.95 3.31  0.19
H -2.01 -5.01 2.39  0.21
H -1.70 -5.80 0.82  0.18
C -3.70 4.89 -2.92  -0.63
C -3.28 6.20 -3.56  0.06
C -4.06 6.56 -4.78  -0.09
O -3.15 7.39 -5.50  -0.49
C -1.90 6.98 -5.13  0.97
O -0.89 7.33 -5.67  -0.57
O -1.95 6.12 -4.08  -0.49
H -2.98 4.59 -2.16  0.26
H -4.69 4.98 -2.47  0.22
H -3.72 4.08 -3.66  0.21
H -3.30 7.00 -2.81  0.19
H -4.98 7.11 -4.55  0.20
H -4.32 5.70 -5.41  0.18

Properties
Orbital gap (eV): 7.44
HOMO level (eV): -9.104
2S+1: 1
Structure (SMILES): O=C1C=C(Cl)C(=O)c2ccc(P(O)(O)=S)cc21.C[C@@H]1COC(=O)O1.C[C@@H]1COC(=O)O1.C[C@@H]1COC(=O)O1

***

Entry 3:
Formula: C9H15N6
Source: OMol25
Level of theory: wB97M-V/def2-TZVPD

Last column: natural (NBO) charge in e.
Cartesian coordinates (Å):
C -3.62 0.54 0.87  -0.34
C -3.67 -0.04 -0.36  -0.01
C -2.32 0.80 1.12  -0.02
C 1.46 0.98 1.15  0.55
C 1.44 0.90 -1.34  0.58
C 1.51 1.89 -0.09  -0.57
C 0.60 -0.77 -0.10  0.70
C 1.12 -3.07 0.06  -0.58
C -0.09 -2.07 -0.14  -0.47
N -2.38 -0.16 -0.81  -0.36
N 1.12 -0.28 1.04  -0.61
N -1.49 0.31 0.15  -0.32
N 0.99 -0.28 -1.29  -0.60
N 1.88 1.33 2.33  -0.72
N 1.87 1.51 -2.43  -0.74
H -4.46 0.64 1.55  0.25
H -4.47 -0.45 -1.04  0.24
H -1.93 1.50 1.81  0.22
H 0.72 2.61 -0.26  0.29
H 2.37 2.46 -0.01  0.25
H 0.85 -3.88 0.70  0.23
H 1.97 -2.61 0.41  0.22
H 1.25 -3.50 -0.90  0.22
H -0.85 -2.28 0.59  0.25
H -0.50 -2.21 -1.09  0.22
H -2.10 -0.29 -1.79  0.43
H 2.30 2.29 2.42  0.42
H 1.90 0.62 3.11  0.45
H 2.50 2.32 -2.22  0.40
H 2.05 1.18 -3.44  0.45

Properties
Net charge: +1
Orbital gap (eV): 8.65
HOMO level (eV): -12.433
2S+1: 1

***

Entry 4:
Formula: C5H11P
Source: OMol25
Level of theory: wB97M-V/def2-TZVPD

Last column: natural (NBO) charge in e.
Cartesian coordinates (Å):
C 1.17 -1.47 2.02  -0.54
C 1.27 -1.42 0.75  0.14
C 1.87 -1.62 -0.56  -0.72
C -0.11 1.91 -0.92  -0.96
C -2.67 0.92 0.00  -1.00
P -0.88 1.04 0.57  0.57
H 0.25 -0.97 2.43  0.24
H 1.71 -2.31 2.64  0.20
H 2.55 -2.53 -0.46  0.22
H 2.62 -0.82 -0.83  0.24
H 1.17 -1.72 -1.38  0.24
H -0.17 1.44 -1.86  0.22
H 0.94 2.24 -0.55  0.24
H -0.70 2.81 -0.98  0.22
H -2.83 1.86 -0.50  0.23
H -3.48 0.42 0.62  0.25
H -2.71 0.20 -0.98  0.22

Properties
Orbital gap (spin up / spin down) (eV): 7.06 / 8.27
HOMO level (spin up / spin down) (eV): -7.215 / -7.522
2S+1: 1

***

Entry 5:
Formula: C9H9N2
Source: OMol25
Level of theory: wB97M-V/def2-TZVPD

Last column: natural (NBO) charge in e.
Cartesian coordinates (Å):
C -0.51 1.98 1.35  -0.20
C -1.60 1.13 0.73  -0.16
C 0.65 1.38 1.38  -0.18
C -1.35 0.15 -0.12  -0.19
C 1.06 0.20 0.53  -0.05
C 0.00 -0.41 -0.46  -0.38
C 0.18 -0.57 -3.09  -0.48
C -0.17 -1.82 0.22  0.05
C 0.30 -0.37 -1.82  0.60
N 1.40 -0.93 1.30  -0.43
N 0.63 -1.99 1.18  -0.08
H -0.90 2.89 1.88  0.25
H -2.58 1.57 0.77  0.24
H 1.41 1.88 1.99  0.24
H -2.17 -0.49 -0.37  0.22
H 1.99 0.49 0.03  0.24
H -0.04 -1.64 -3.42  0.35
H 0.44 0.01 -3.90  0.31
H -0.96 -2.41 -0.14  0.23
H 2.20 -1.03 1.94  0.43

Properties
Net charge: +1
Orbital gap (spin up / spin down) (eV): 5.57 / 5.57
HOMO level (spin up / spin down) (eV): -12.315 / -12.315
2S+1: 1

***

Entry 6:
Formula: C6H15N4OSi
Source: OMol25
Level of theory: wB97M-V/def2-TZVPD

Last column: natural (NBO) charge in e.
Cartesian coordinates (Å):
C 2.67 1.58 0.33  0.42
C 2.81 -0.77 0.09  0.62
C 1.13 0.36 -0.97  0.41
C -2.71 0.96 1.42  -1.10
C -2.13 -1.92 0.26  -1.12
C -2.59 0.50 -1.66  -1.13
N 1.82 -0.77 -0.74  -0.51
N 3.27 0.44 0.67  -0.55
N 1.69 1.59 -0.54  -0.49
N 3.46 -1.88 0.41  -0.74
O -0.34 0.39 0.22  -1.07
Si -1.88 -0.04 0.02  1.85
H 3.03 2.51 0.76  0.26
H 0.56 0.39 -1.88  0.24
H -2.62 2.02 1.25  0.23
H -3.77 0.71 1.46  0.24
H -2.28 0.73 2.39  0.23
H -1.55 -2.27 1.11  0.23
H -3.17 -2.15 0.46  0.24
H -1.82 -2.47 -0.62  0.23
H -2.40 -0.23 -2.44  0.23
H -3.67 0.64 -1.60  0.25
H -2.16 1.45 -1.98  0.22
H 4.04 0.43 1.34  0.45
H 1.18 2.44 -0.73  0.47
H 3.14 -2.75 0.01  0.45
H 4.30 -1.89 0.96  0.42

Properties
Net charge: +1
Orbital gap (eV): 7.40
HOMO level (eV): -12.028
2S+1: 1

***

Entry 7:
Formula: C6H10
Source: OMol25
Level of theory: wB97M-V/def2-TZVPD

Last column: natural (NBO) charge in e.
Cartesian coordinates (Å):
C -0.20 -1.84 2.23  -0.68
C -0.01 -0.52 1.63  0.00
C 0.02 0.38 0.83  -0.02
C -0.19 1.01 -0.49  -0.29
C -0.72 -0.16 -1.37  -0.59
C 1.07 1.66 -1.09  -0.59
H 0.71 -2.26 2.65  0.23
H -1.00 -1.85 2.98  0.23
H -0.52 -2.50 1.41  0.23
H -0.97 1.77 -0.42  0.22
H 0.08 -0.57 -2.00  0.21
H -1.55 0.14 -2.01  0.21
H -1.07 -0.98 -0.74  0.22
H 1.89 0.93 -1.16  0.21
H 0.86 2.03 -2.10  0.21
H 1.41 2.50 -0.47  0.21

Properties
Orbital gap (eV): 10.28
HOMO level (eV): -9.216
2S+1: 1
Structure (SMILES): CC#CC(C)C

***

Entry 8:
Formula: C6H6
Source: OMol25
Level of theory: wB97M-V/def2-TZVPD

Last column: natural (NBO) charge in e.
Cartesian coordinates (Å):
C -1.48 0.93 -0.34  -0.68
C -1.40 -0.52 0.00  0.00
C -0.28 -1.23 0.22  -0.34
C 1.01 -0.65 0.15  0.07
C 2.19 -0.26 0.12  -0.19
C 3.50 0.05 0.11  -0.16
H -2.06 1.46 0.43  0.23
H -0.49 1.37 -0.41  0.24
H -2.01 1.06 -1.29  0.23
H -2.35 -1.05 0.07  0.20
H -0.36 -2.29 0.47  0.22
H 3.69 1.10 -0.16  0.16

Properties
Orbital gap (spin up / spin down) (eV): 6.68 / 6.69
HOMO level (spin up / spin down) (eV): -7.962 / -7.972
2S+1: 1

***

ΔE to the lowest compared entry with this formula, charge and spin (kJ/mol)
121.3; 594.6; 22.5; 426.7; 773.0; 0.0; 167.1; 527.8